Molecular formula: C18H15Cl2N5O5
Method: DFT, ωB97M-V/def2-TZVPD

Calculated values
2S+1: 1
Total energy: -61635.9192 eV
Gap between HOMO and LUMO: 7.52 eV
HOMO level: -9.34 eV
M: 452.25 g mol⁻¹

Last columns: bonded neighbours and bond lengths (Å).
Geometry (Å):
1 O -3.904 -4.547 -3.289  C10 1.200
2 O -0.794 -6.084 -0.784  C11 1.250
3 O -3.464 3.726 -0.825  C12 1.229
4 Cl 2.217 -0.072 0.090  C17 1.724
5 Cl -2.006 -0.719 3.578  C18 1.741
6 N -2.586 1.705 -0.292  N7 1.270, C12 1.380
7 N -1.710 1.051 0.355  N6 1.270, C13 1.397
8 O 0.082 0.909 2.020  C13 1.390, C19 1.378
9 O -3.001 -2.864 -2.074  C10 1.321, N22 1.432
10 C -2.973 -3.965 -2.802  O1 1.200, O9 1.321, N23 1.389
11 C -0.670 -4.855 -0.588  O2 1.250, N21 1.380, C24 1.573
12 C -2.537 3.083 -0.337  O3 1.229, N6 1.380, C25 1.529
13 C -0.708 1.633 1.135  N7 1.397, O8 1.390, C14 1.378
14 C -0.591 3.005 1.194  C13 1.378, C25 1.492, H31 1.086
15 C 0.918 -2.419 0.492  C17 1.423, C20 1.396, H32 1.090
16 C -0.867 -2.677 2.102  C18 1.419, C20 1.398, H33 1.097
17 C 1.004 -1.042 0.839  Cl4 1.724, C15 1.423, C19 1.436
18 C -0.782 -1.316 2.493  Cl5 1.741, C16 1.419, C19 1.426
19 C 0.118 -0.452 1.802  O8 1.378, C17 1.436, C18 1.426
20 C -0.061 -3.213 1.093  C15 1.396, C16 1.398, N21 1.391
21 N -0.225 -4.530 0.677  C11 1.380, C20 1.391, H34 1.013
22 N -1.740 -2.723 -1.409  O9 1.432, C24 1.462, H35 1.032
23 N -1.658 -4.407 -2.853  C10 1.389, C24 1.432, H36 1.027
24 C -0.888 -3.852 -1.780  C11 1.573, N22 1.462, N23 1.432, H37 1.103
25 C -1.455 3.900 0.370  C12 1.529, C14 1.492, C30 1.534, H38 1.106
26 C -1.170 5.728 -1.651  C29 1.556, C30 1.536, H39 1.094, H40 1.107
27 C 0.169 3.994 -1.841  C29 1.527, C30 1.562, H41 1.061, H42 1.099
28 C 0.559 5.563 -0.297  C29 1.549, C30 1.547, H43 1.069, H44 1.082
29 C 0.361 5.509 -1.832  C26 1.556, C27 1.527, C28 1.549, C30 1.743, H45 1.091
30 C -0.638 4.661 -0.682  C25 1.534, C26 1.536, C27 1.562, C28 1.547, C29 1.743
31 H 0.163 3.455 1.834  C14 1.086
32 H 1.573 -2.865 -0.256  C15 1.090
33 H -1.625 -3.297 2.597  C16 1.097
34 H -0.505 -5.240 1.343  N21 1.013
35 H -1.315 -1.796 -1.568  N22 1.032
36 H -1.564 -5.413 -3.040  N23 1.027
37 H 0.088 -3.488 -2.144  C24 1.103
38 H -1.953 4.653 1.009  C25 1.106
39 H -1.521 6.690 -1.268  C26 1.094
40 H -1.865 5.342 -2.421  C26 1.107
41 H -0.331 3.534 -2.657  C27 1.061
42 H 1.078 3.427 -1.596  C27 1.099
43 H 0.295 6.482 0.181  C28 1.069
44 H 1.387 5.082 0.207  C28 1.082
45 H 0.992 6.033 -2.550  C29 1.091